Run w
Formula: C5H10N2
Source: the Open Molecules 2025 dataset
Level of theory: ωB97M-V/def2-TZVPD

XYZ file:
```
17
Properties=species:S:1:pos:R:3:lowdin_charge:R:1
N 1.3712 -0.4839 -0.3653 -0.04
N -0.6748 0.4861 -0.4234 -0.18
C -1.0885 -2.0728 -0.5986 -0.01
C 0.6225 0.5703 -1.0741 -0.24
C -0.9453 1.5426 0.5340 -0.12
C 1.9877 -0.1915 0.7201 -0.05
C -0.7767 -0.9843 0.1170 -0.17
H -1.9694 1.4375 0.9044 0.08
H -0.2728 1.5102 1.4079 0.07
H 1.0944 1.5562 -1.0054 0.11
H -0.8328 2.5286 0.0713 0.09
H 0.5243 0.2666 -2.1207 0.11
H -0.7078 -2.2172 -1.6025 0.05
H -1.7155 -2.8434 -0.1677 0.05
H 1.9964 0.8090 1.1636 0.07
H 2.4849 -0.9858 1.2841 0.07
H -1.0978 -0.9282 1.1552 0.10
```

As for the SMILES: C=CN(C)CN=C. For the gap between HOMO and LUMO, the calculation gives 9.157 eV. Its total charge is 0.

Run x
Formula: C5H10N2
Source: the Open Molecules 2025 dataset
Level of theory: ωB97M-V/def2-TZVPD

XYZ file:
```
17
Properties=species:S:1:pos:R:3:lowdin_charge:R:1
N 1.0738 1.1654 -0.4930 0.09
N -1.3948 -1.3259 -0.6726 0.22
C -1.3591 -0.1730 -0.3727 -0.31
C 0.6634 -0.1019 1.5403 -0.08
C 0.6466 0.0681 0.0315 -0.54
C 1.4590 -1.3167 -0.5878 -0.04
C -2.0950 1.0991 -0.4185 -0.04
H 1.1409 -2.2641 -0.1643 0.05
H -2.9316 1.0321 -1.1113 0.09
H 1.4419 -1.3088 -1.6728 0.05
H 0.0705 -0.9738 1.8127 0.07
H -2.4412 1.3699 0.5797 0.09
H 0.7474 1.4197 -1.4229 0.05
H 0.2228 0.7809 2.0027 0.08
H -1.3831 1.8697 -0.7308 0.07
H 1.6788 -0.2488 1.9020 0.08
H 2.4598 -1.0921 -0.2224 0.05
```

As for the SMILES: CC(C)=N.CC#N. For the gap between HOMO and LUMO (spin up / spin down), the calculation gives 7.810 / 7.806 eV. Its total charge is 0.

Need the numbers? Relative energies in kJ/mol: run w 0.0; run x 16.5.

Run w
Formula: C2H5NS2
Source: the Open Molecules 2025 dataset
Level of theory: ωB97M-V/def2-TZVPD

XYZ file:
```
10
Properties=species:S:1:pos:R:3:lowdin_charge:R:1
S 0.7228 2.0458 -0.0076 0.77
S 2.7384 -0.0555 -0.1373 0.61
N -1.1925 -0.1647 -0.2899 -0.05
C 1.1879 0.4024 0.0641 -1.25
C 0.0592 -0.6213 0.2733 -0.36
H -1.2941 -0.4436 -1.2376 0.07
H 0.3630 -1.5470 -0.1797 0.09
H 0.0126 -0.7706 1.3369 0.11
H -0.6022 1.6818 -0.0679 -0.11
H -1.9951 -0.5273 0.2457 0.10
```

As for the SMILES: NCC(=S)S. For the gap between HOMO and LUMO, the calculation gives 8.520 eV. Its total charge is 0.

Run x
Formula: C2H5NS2
Source: the Open Molecules 2025 dataset
Level of theory: ωB97M-V/def2-TZVPD

XYZ file:
```
10
Properties=species:S:1:pos:R:3:lowdin_charge:R:1
S -0.2509 2.5607 0.0362 0.57
S -1.7912 0.1389 -0.6162 0.83
N 0.3533 -1.4602 0.1560 -0.02
C -0.3657 0.8770 -0.0911 -1.17
C 0.7592 -0.0538 0.2834 -0.35
H 1.0509 0.1612 1.3354 0.13
H -0.1418 -1.6235 -0.6552 -0.01
H -2.3449 1.3267 -0.4212 -0.13
H 1.0648 -2.1090 0.2329 0.05
H 1.6665 0.1819 -0.2601 0.11
```

As for the SMILES: NCC(=S)S. For the gap between HOMO and LUMO, the calculation gives 8.360 eV. Its total charge is 0.

Need the numbers? Relative energies in kJ/mol: run w 0.0; run x 47.9.

Run w
Formula: C5H16N3
Source: the Open Molecules 2025 dataset
Level of theory: ωB97M-V/def2-TZVPD

XYZ file:
```
24
Properties=species:S:1:pos:R:3:lowdin_charge:R:1
N -1.6616 -0.2945 -0.9058 0.18
N 0.3125 0.7040 -2.0313 0.13
N -0.5764 -1.2568 1.2041 0.02
C -0.8318 1.9634 -0.2900 0.02
C 1.1801 0.4607 1.5973 -0.02
C 0.4822 -0.4473 0.5825 -0.43
C 1.3710 -1.5087 0.0390 -0.08
C -0.3422 0.6053 -0.8415 -0.37
H 0.7975 -2.0804 -0.6462 0.06
H -1.8049 1.9622 0.1219 0.08
H -1.5324 -0.8899 -1.7072 0.14
H 0.7307 1.5332 -2.2429 0.07
H 1.3478 -0.2416 2.5087 0.14
H 0.4575 -0.1504 -2.5889 0.13
H -1.1045 -0.9402 1.9961 0.10
H -0.1362 2.0991 0.5072 0.05
H 0.5777 1.2754 1.9381 0.07
H -0.7691 2.6402 -1.0831 0.08
H -0.3910 -2.2402 1.2895 0.10
H -2.5151 0.2951 -1.0570 0.16
H 2.1991 -1.2420 -0.6381 0.09
H -1.7329 -0.6439 0.1053 0.12
H 2.1143 0.6168 1.3063 0.04
H 1.8277 -2.2194 0.8360 0.14
```

For the gap between HOMO and LUMO, the calculation gives 9.758 eV. Its total charge is +1.

Run x
Formula: C5H16N3
Source: the Open Molecules 2025 dataset
Level of theory: ωB97M-V/def2-TZVPD

XYZ file:
```
24
Properties=species:S:1:pos:R:3:lowdin_charge:R:1
N 1.0582 1.1920 -2.1906 0.25
N -0.4706 0.9901 -0.4421 0.09
N 0.5034 3.0254 -0.8314 0.19
C 1.3215 -2.4324 2.2182 -0.17
C -2.5075 -0.3143 -0.5843 -0.08
C 0.4476 1.7223 -1.1466 -0.40
C -1.0743 -0.2718 -0.9964 -0.23
C 1.1471 -0.9936 1.7883 -0.17
H -3.1406 0.4170 -1.0823 0.09
H -2.5618 -0.0927 0.4981 0.10
H 2.1532 -2.6606 2.8617 0.06
H 1.3151 -3.1908 1.4342 0.06
H 0.4949 -0.9226 0.9122 0.01
H 2.1118 -0.6465 1.4094 0.07
H 0.3993 -2.7534 2.7620 0.08
H 0.8199 0.2488 -2.4224 0.11
H -1.2806 1.4944 -0.1101 0.13
H -0.5957 -1.1579 -0.5694 0.10
H 0.7533 -0.3683 2.5890 0.07
H -0.8539 -0.4723 -2.0504 0.12
H 1.7322 1.7518 -2.6989 0.15
H 1.3895 3.4639 -0.6010 0.14
H -0.1398 3.2437 -0.0827 0.12
H -3.0221 -1.2721 -0.6645 0.10
```

For the gap between HOMO and LUMO, the calculation gives 11.131 eV. Its total charge is +1.

Need the numbers? Relative energies in kJ/mol: run w 193.7; run x 0.0.